A structure of composition C48H86O26Si2 at a distorted geometry, computed with ωB97M-V/def2-TZVPD.

```
162
Properties=species:S:1:pos:R:3:forces:R:3
C -1.34603 -3.01241 1.46902 0.65 -0.20 0.09
C 0.15621 -2.77226 1.15790 -0.46 0.19 0.05
C 0.54045 -1.28367 1.03369 0.39 -0.21 0.11
C 1.55794 -0.97711 -0.07065 -0.27 -0.54 0.20
C 2.80159 -1.87798 0.00735 -0.11 0.03 -0.57
C 3.98305 -1.24525 -0.75316 -0.01 -0.21 0.26
Si 4.83574 0.05878 0.28168 -0.55 0.51 -0.30
O 3.87652 0.31665 1.62605 0.74 0.19 0.07
Si 4.42886 1.00203 3.03597 -0.14 -0.40 0.04
C 3.33686 0.48122 4.46556 -0.14 0.24 0.19
C 2.10061 1.35814 4.70204 -0.53 -0.30 -0.12
C 1.03842 1.01888 3.64375 0.44 0.71 0.20
C -0.22465 1.88784 3.72620 -0.25 -0.47 0.42
C -1.42449 1.13933 4.32640 -0.21 -0.25 -0.39
C -1.68264 -0.21791 3.61810 0.24 0.45 0.76
C 4.50020 2.87118 2.90040 0.21 0.19 0.17
O 5.13865 3.26187 1.69600 -0.17 -0.07 0.06
C 5.30483 4.66206 1.53239 0.12 0.20 -0.53
C 4.01848 5.48929 1.50149 0.28 -0.43 0.07
C 2.92957 4.87061 0.64582 -0.33 -0.27 0.10
H -1.44693 -3.48108 2.44544 -0.24 0.02 0.01
H -1.91350 -2.08432 1.48881 -0.09 -0.03 -0.10
H -1.76758 -3.69274 0.72984 -0.21 0.06 0.03
H 0.74080 -3.22183 1.96059 0.15 -0.11 -0.10
H 0.40706 -3.31141 0.24436 0.11 0.05 -0.10
H 0.98452 -0.96365 1.98199 -0.16 0.01 -0.19
H -0.37751 -0.70977 0.89999 0.13 0.18 -0.21
H 1.07327 -1.17283 -1.03501 0.07 0.14 -0.12
H 1.84343 0.07570 -0.05289 -0.03 0.04 0.07
H 3.05633 -2.11691 1.04126 0.03 0.16 0.07
H 2.56076 -2.82723 -0.47396 -0.02 -0.12 0.10
H 3.60090 -0.78439 -1.66698 0.02 0.06 -0.04
H 4.70252 -2.00443 -1.07004 0.04 -0.02 0.05
H 6.20784 -0.30105 0.69651 0.02 -0.17 0.11
H 4.93016 1.31342 -0.49778 0.07 0.00 0.03
H 5.79673 0.48169 3.28223 0.06 0.04 -0.05
H 3.93126 0.39688 5.37896 0.15 0.06 -0.05
H 2.97048 -0.52744 4.25176 0.17 -0.13 -0.02
H 1.66487 1.16284 5.68782 0.10 -0.02 0.05
H 2.31967 2.42708 4.68314 0.13 0.04 -0.05
H 0.81330 -0.03964 3.77194 -0.12 0.02 -0.14
H 1.50524 1.14584 2.66196 -0.04 -0.17 -0.05
H -0.00438 2.74760 4.36315 -0.05 0.23 -0.21
H -0.51590 2.24148 2.73645 0.11 0.11 -0.04
H -2.32820 1.74350 4.22963 0.08 0.18 0.07
H -1.27090 0.99026 5.39704 0.00 -0.06 0.03
H -1.29906 -1.01931 4.25110 0.06 -0.21 -0.22
H -2.74403 -0.40716 3.48210 -0.02 0.03 -0.13
H -1.14396 -0.23822 2.67244 -0.30 -0.10 0.01
H 5.07430 3.23964 3.76882 -0.08 0.04 0.04
H 3.49119 3.28637 2.99829 -0.03 0.11 -0.12
H 5.80238 4.77602 0.56405 0.01 -0.16 0.04
H 5.99859 5.06122 2.28585 -0.09 -0.08 0.14
H 3.67039 5.60423 2.52927 -0.16 0.25 0.00
H 4.28683 6.46440 1.09271 -0.03 0.14 0.27
H 3.20065 4.78927 -0.40655 0.11 0.05 0.00
H 2.68541 3.86205 0.98442 0.04 -0.03 -0.07
H 2.00731 5.44804 0.71507 0.03 0.10 -0.07
C 8.26006 8.11973 2.46038 -0.17 -0.20 0.02
C 7.35339 9.13221 1.80789 0.20 -0.21 0.15
C 6.75207 10.16474 2.73325 0.00 0.16 -0.01
O 5.53649 10.50435 2.05295 0.06 -0.06 0.04
C 5.16582 9.42849 1.31468 -0.09 -0.07 -0.05
O 4.11843 9.30770 0.76922 0.07 0.00 0.04
O 6.16342 8.50749 1.29051 -0.02 0.16 -0.05
H 7.79940 7.70391 3.35769 -0.02 0.04 0.00
H 8.45833 7.29222 1.77993 0.06 0.06 -0.05
H 9.20875 8.58052 2.73450 0.00 0.03 -0.01
H 7.86266 9.61368 0.96811 -0.04 0.04 -0.01
H 7.37218 11.04773 2.86604 -0.12 0.08 -0.09
H 6.49609 9.74700 3.70973 0.06 -0.07 0.00
C 0.40395 -5.60662 6.34261 0.03 -0.06 -0.26
C -0.99961 -5.05769 6.32683 0.24 -0.10 0.00
C -2.09099 -6.03351 6.70363 -0.14 0.03 0.09
O -3.22265 -5.50438 5.99992 0.10 -0.08 0.03
C -2.75583 -4.83350 4.91796 -0.08 0.15 -0.14
O -3.42880 -4.41797 4.03310 0.04 -0.12 0.06
O -1.40622 -4.70218 4.99149 -0.06 0.03 0.09
H 0.45655 -6.56108 5.81663 -0.04 0.00 0.01
H 1.08655 -4.91898 5.84454 -0.01 0.06 0.08
H 0.74281 -5.75213 7.36797 -0.02 0.01 0.02
H -1.06170 -4.15376 6.93929 -0.05 0.01 0.00
H -2.29328 -6.07370 7.77095 -0.14 0.08 -0.03
H -1.89300 -7.04113 6.33037 0.10 0.00 0.00
C -6.14932 -3.23618 -1.40786 0.26 0.08 0.03
C -6.23523 -3.14328 -2.90944 -0.04 -0.15 0.24
C -5.86491 -4.39831 -3.67379 -0.12 0.13 -0.02
O -5.41048 -3.84998 -4.92502 0.02 0.04 0.07
C -4.94584 -2.60608 -4.68448 -0.02 0.07 -0.15
O -4.34797 -1.93434 -5.46635 0.03 -0.07 0.09
O -5.26814 -2.20992 -3.42950 -0.03 0.01 -0.03
H -5.20306 -3.68191 -1.09741 -0.01 -0.02 -0.02
H -6.20845 -2.24381 -0.96125 -0.10 -0.01 -0.06
H -6.96622 -3.84242 -1.01766 -0.02 -0.02 -0.02
H -7.22445 -2.78574 -3.21112 0.01 0.00 -0.04
H -6.70374 -5.07054 -3.83271 0.03 0.02 -0.20
H -5.04093 -4.94861 -3.22668 0.02 0.00 0.11
C -5.91626 0.55639 0.19528 -0.16 -1.85 2.22
C -6.10092 -0.39440 1.34566 -0.06 -0.26 -0.38
C -7.45887 -0.37289 2.00849 -0.06 -0.06 -0.04
O -7.14962 -0.80660 3.34075 0.00 0.06 0.03
C -5.86361 -0.46205 3.59386 0.06 -0.10 -0.11
O -5.33828 -0.52928 4.65628 0.00 0.07 0.14
O -5.25549 -0.04150 2.45942 -0.03 -0.05 0.01
H -6.27103 1.55586 0.45522 -0.22 -1.92 1.35
H -4.86130 0.63791 -0.06522 -0.01 -0.55 0.40
H -6.46145 0.20576 -0.68074 -0.01 -0.15 0.17
H -5.83514 -1.41109 1.04308 0.01 -0.15 0.22
H -8.18027 -1.04414 1.54974 0.00 -0.09 0.13
H -7.87834 0.63432 2.06210 0.04 0.03 -0.11
C -1.72723 0.76843 -4.52734 -0.07 -0.06 0.30
C -0.36338 1.35854 -4.27800 -0.27 -0.12 -0.08
C 0.80564 0.40188 -4.27918 0.16 0.01 -0.14
O 1.74847 1.08619 -3.42783 -0.10 -0.10 -0.07
C 1.03751 1.86486 -2.57640 -0.09 0.12 0.18
O 1.48028 2.44842 -1.64200 0.18 -0.08 0.01
O -0.26455 1.89757 -2.94156 -0.05 0.02 -0.18
H -1.90674 -0.11388 -3.91183 0.06 -0.01 0.00
H -2.49162 1.50441 -4.27607 -0.01 0.02 -0.12
H -1.84754 0.48741 -5.57237 0.03 0.01 -0.01
H -0.18746 2.18395 -4.97444 0.10 0.02 0.01
H 1.23750 0.24012 -5.26474 0.13 0.08 0.05
H 0.55883 -0.55941 -3.82461 -0.07 0.01 0.03
C -1.67381 -10.82220 -3.05670 -0.19 0.04 0.20
C -1.93682 -9.60697 -3.90857 0.10 -0.24 0.15
C -1.03313 -8.42168 -3.65857 0.10 0.06 -0.09
O -1.86813 -7.32374 -4.05138 0.01 0.01 0.06
C -3.15413 -7.70244 -3.87269 -0.09 -0.08 -0.03
O -4.09289 -6.97457 -3.93793 0.10 -0.05 0.06
O -3.22420 -9.03049 -3.61419 0.01 0.12 -0.10
H -1.57606 -10.54824 -2.00520 0.01 0.03 -0.02
H -2.49919 -11.52853 -3.13687 0.04 -0.02 -0.09
H -0.75803 -11.31848 -3.37651 0.01 0.02 -0.03
H -1.93422 -9.87668 -4.96844 -0.01 0.04 -0.02
H -0.12032 -8.43427 -4.24856 -0.07 0.13 -0.09
H -0.78430 -8.30377 -2.60124 -0.01 -0.09 0.01
C 3.86479 2.73774 -5.84248 -0.22 0.11 -0.17
C 4.28449 1.35782 -6.27283 -0.04 0.26 0.13
C 5.53443 1.27838 -7.11766 0.11 -0.09 0.00
O 5.31068 0.07732 -7.87042 -0.03 0.09 0.02
C 3.97028 -0.09681 -7.97949 -0.05 -0.06 -0.04
O 3.44450 -0.89657 -8.68182 0.03 0.07 0.05
O 3.31575 0.77306 -7.16754 0.05 -0.11 0.02
H 3.87509 3.44031 -6.67745 0.05 -0.07 -0.04
H 2.84926 2.71094 -5.44899 0.06 -0.02 0.13
H 4.52735 3.11219 -5.06304 0.00 -0.04 0.03
H 4.36321 0.69964 -5.40266 0.02 -0.03 -0.01
H 6.45000 1.19762 -6.53743 0.01 -0.16 -0.05
H 5.61639 2.11352 -7.81709 -0.05 0.06 0.05
C -3.30700 3.25227 -1.06205 -0.05 0.11 0.28
C -4.51608 2.64551 -1.72318 0.28 0.45 -0.12
C -5.25272 3.53480 -2.69803 0.05 -0.02 -0.20
O -6.58954 3.01678 -2.62759 0.01 -0.08 0.05
C -6.74924 2.46390 -1.40159 -0.12 0.76 -0.49
O -7.78875 2.10562 -0.94892 -0.25 0.34 -0.29
O -5.55744 2.38496 -0.76048 0.77 3.75 -3.08
H -3.53083 4.24678 -0.67213 -0.04 -0.01 -0.04
H -2.98959 2.63752 -0.22032 0.07 -0.07 -0.06
H -2.47475 3.32972 -1.76157 -0.02 -0.06 -0.03
H -4.25745 1.69116 -2.19160 -0.08 -0.09 0.00
H -4.87600 3.47553 -3.71615 -0.17 -0.09 -0.04
H -5.27132 4.57816 -2.37482 0.08 -0.02 0.05
```
Positions in Å, forces in eV/Å.

Results
E_tot   -4415.953324 Ha
F_max   4.91 eV/A
LUMO energy   0.41 eV